Entry 1:
The following is a quantum chemistry calculation of one molecule with the formula C16H18N2OS at a distorted geometry, from OMol25.

Output
- SMILES string = O=c1c2ccccc2[nH]c(=S)n1CCC1=CCCCC1
- strongest force on any atom (eV/Å) = 3.49
- 2S+1 = 1
- energy (eV) = -32745.3048

```
38
C16H18N2OS, DFT ωB97M-V with the def2-TZVPD basis set
O -1.992 -2.457 1.500
S 2.997 -1.939 1.617
C -0.916 -2.405 0.967
C 1.493 -2.070 0.851
C 1.169 2.248 1.552
C 0.152 1.358 1.271
C -1.897 -2.216 -2.581
C -0.739 -1.985 -3.275
C -2.093 -2.529 -1.237
C 0.400 -2.318 -2.543
C -0.933 -2.559 -0.497
C 0.268 -2.482 -1.177
N 1.454 -2.565 -0.397
N 0.303 -1.834 1.571
C -0.510 0.472 2.284
C 1.417 3.464 0.624
C -0.665 1.585 0.040
C 0.184 -0.836 2.649
C 0.510 3.523 -0.609
C 0.132 2.178 -1.059
H 1.633 2.406 2.603
H -2.875 -2.194 -3.047
H -0.853 -1.809 -4.288
H -3.119 -2.666 -0.833
H 1.357 -2.172 -3.081
H 2.356 -2.429 -0.947
H -1.575 0.287 1.944
H -0.641 1.033 3.265
H 1.156 4.314 1.281
H 2.423 3.476 0.212
H -1.585 2.315 0.199
H -1.066 0.712 -0.482
H 1.110 -0.508 3.148
H -0.253 -1.410 3.522
H 0.976 4.022 -1.507
H -0.359 4.140 -0.351
H -0.404 2.256 -1.996
H 0.983 1.592 -1.196
```

Entry 2:
The following is a quantum chemistry calculation of a 4-piece molecular cluster, C23H22N5O13 overall at a distorted geometry, from OMol25.

Output
- strongest force on any atom (eV/Å) = 9.40
- 2S+1 = 1
- energy (eV) = -58260.7493
- charge = +1

```
63
C23H22N5O13, DFT ωB97M-V with the def2-TZVPD basis set
N 4.949 2.074 -1.302
C 3.505 1.725 -1.323
N 2.670 2.962 -1.684
N 3.343 4.164 -1.889
C 3.112 4.973 -0.841
O 2.810 5.543 0.241
C 1.345 2.778 -1.720
N 0.537 1.761 -2.498
C -0.169 1.066 -1.334
C -0.358 2.273 -0.229
N 0.249 3.481 -0.952
H 5.302 1.980 -2.270
H 5.492 1.475 -0.651
H 3.111 1.294 -0.313
H 3.226 0.913 -2.115
H -0.263 2.210 -3.001
H -1.067 0.395 -1.569
H 0.690 0.373 -0.953
H -1.393 2.398 0.252
H 0.427 2.139 0.636
H -0.551 3.778 -1.537
C 1.861 -3.776 -3.727
C 1.567 -2.481 -3.857
C 0.172 -2.023 -4.105
O -0.061 -0.828 -4.200
C -0.876 -3.042 -4.231
C -0.583 -4.339 -4.103
C 0.809 -4.796 -3.828
O 1.040 -5.986 -3.699
O -1.548 -5.297 -4.221
O 2.537 -1.520 -3.768
H 2.870 -4.122 -3.544
H -1.882 -2.697 -4.428
H -1.086 -6.150 -4.088
H 2.070 -0.669 -3.895
C -4.470 -2.309 2.104
C -3.361 -1.644 1.776
C -3.313 -0.758 0.580
O -2.284 -0.149 0.321
C -4.517 -0.656 -0.251
C -5.627 -1.324 0.075
C -5.684 -2.189 1.287
O -6.718 -2.771 1.565
O -6.753 -1.239 -0.692
O -2.222 -1.749 2.528
H -4.519 -2.955 2.972
H -4.463 -0.023 -1.126
H -7.414 -1.809 -0.248
H -1.565 -1.174 2.086
C 0.341 0.391 4.492
C 0.547 0.650 5.786
C 1.579 1.631 6.226
O 1.729 1.858 7.413
C 2.387 2.289 5.191
C 2.182 2.027 3.900
C 1.132 1.067 3.459
O 0.959 0.864 2.263
O 2.931 2.633 2.926
O -0.181 0.025 6.756
H -0.407 -0.318 4.159
H 3.145 2.986 5.524
H 2.591 2.280 2.081
H 0.154 0.382 7.604
```

Entry 3:
The following is a quantum chemistry calculation of a 3-piece molecular cluster, C4H15NO2S overall at a distorted geometry, from OMol25.

Output
- SMILES string = CN[C@H](C)CS.O.O
- strongest force on any atom (eV/Å) = 6.23
- 2S+1 = 1
- energy (eV) = -20808.8905

```
23
C4H15NO2S, DFT ωB97M-V with the def2-TZVPD basis set
C -0.791 1.662 -0.982
N -0.031 1.583 0.391
C 0.118 0.166 0.968
C 1.459 0.458 1.681
S 2.295 -1.076 2.202
C -1.058 -0.450 1.681
H -1.855 1.214 -0.819
H -0.605 2.612 -1.475
H -0.229 0.940 -1.459
H -0.666 1.793 1.145
H 0.344 -0.503 0.078
H 2.164 1.073 1.325
H 1.341 0.857 2.767
H 2.615 -1.858 1.228
H -0.652 -1.475 2.033
H -1.447 0.187 2.440
H -1.938 -0.606 0.865
H -2.080 -2.318 -2.232
H -2.583 -1.495 -1.047
O -2.217 -1.410 -1.966
H 1.468 -0.976 -2.538
H 2.513 0.068 -2.999
O 1.836 -0.447 -3.288
```

Entry 4:
The following is a quantum chemistry calculation of C5H8FLuO4 as an isolated structure at a distorted geometry, from OMol25.

Output
- strongest force on any atom (eV/Å) = 2.89
- 2S+1 = 1
- energy (eV) = -49822.9479
- charge = +2

```
19
C5H8FLuO4, DFT ωB97M-V with the def2-TZVPD basis set
C -0.073 1.264 1.655
O -0.228 1.152 0.226
C 1.262 1.826 2.086
H -0.884 1.940 1.948
H -0.290 0.298 2.128
H 1.255 1.931 3.179
H 2.103 1.174 1.816
H 1.424 2.818 1.646
C 0.642 0.675 -0.759
O -0.969 -1.360 -1.853
C -0.826 -1.655 -0.652
C 0.566 -1.659 -0.112
O 1.265 -0.486 -0.471
O 0.744 1.166 -1.856
F -3.540 -1.050 -5.418
H -1.631 -2.191 -0.124
H 0.522 -1.839 0.974
H 1.100 -2.515 -0.550
Lu -2.442 -1.489 -3.861
```

Entry 5:
The following is a quantum chemistry calculation of a 2-piece molecular cluster, C2H2F2S overall at a distorted geometry, from OMol25.

Output
- strongest force on any atom (eV/Å) = 5.27
- expectation value of S² = 2.01
- 2S+1 = 3
- energy (eV) = -18369.2288

```
7
C2H2F2S, DFT ωB97M-V with the def2-TZVPD basis set
C -0.032 -0.630 -0.271
C 0.100 0.736 0.199
F -0.912 -1.456 0.399
F -0.605 1.107 1.314
S -0.718 0.496 -1.408
H 1.077 -1.510 -0.605
H 1.090 1.257 0.372
```

Entry 6:
The following is a quantum chemistry calculation of C42H33CsF3GeN4O3S2 as an isolated structure, from OMol25.

Output
- strongest force on any atom (eV/Å) = 0.91
- expectation value of S² = 0.76
- 2S+1 = 2
- energy (eV) = -143080.5981
- charge = -2

```
89
C42H33CsF3GeN4O3S2, DFT ωB97M-V with the def2-TZVPD basis set
Cs 0.422 -0.968 -2.038
N 0.405 3.912 -3.508
C -0.297 2.803 -3.065
S -0.819 1.648 -4.237
N -0.516 2.845 -1.757
N -0.992 1.719 -1.213
C -1.655 1.828 -0.110
C -2.016 3.149 0.479
C -1.651 3.447 1.791
C -1.985 4.668 2.360
C -2.700 5.605 1.623
C -3.071 5.313 0.317
C -2.728 4.094 -0.252
C -2.098 0.586 0.582
C -3.087 0.612 1.568
C -3.481 -0.577 2.153
C -2.893 -1.770 1.757
C -1.918 -1.705 0.771
N -1.532 -0.568 0.211
H 0.854 3.762 -4.396
H 0.980 4.334 -2.793
H -1.096 2.716 2.365
H -1.680 4.879 3.378
H -2.964 6.559 2.063
H -3.621 6.043 -0.265
H -2.998 3.876 -1.278
H -3.530 1.552 1.869
H -4.246 -0.574 2.922
H -3.176 -2.715 2.201
H -1.410 -2.603 0.425
C -3.435 -4.621 -5.812
C -2.186 -4.633 -5.136
C -1.906 -3.679 -4.205
C -2.853 -2.662 -3.907
C -2.635 -1.630 -2.979
C -3.493 -0.635 -2.698
C -4.741 -0.637 -3.376
C -5.034 -1.613 -4.286
C -4.098 -2.642 -4.579
C -4.358 -3.658 -5.537
H -3.653 -5.382 -6.552
H -1.451 -5.396 -5.354
H -0.964 -3.697 -3.670
H -3.230 0.163 -2.012
H -5.449 0.157 -3.174
H -5.982 -1.604 -4.810
H -5.312 -3.646 -6.054
C 4.711 -3.113 3.929
C 4.674 -3.171 2.541
C 3.864 -2.293 1.831
C 3.080 -1.320 2.470
C 3.140 -1.285 3.864
C 3.937 -2.167 4.588
Ge 1.925 -0.170 1.255
C 1.071 0.901 2.762
C -0.105 0.394 3.328
C -0.740 1.016 4.398
C -0.207 2.179 4.941
C 0.958 2.707 4.398
C 1.579 2.079 3.322
C 3.305 1.236 0.782
C 4.665 1.206 1.106
C 5.535 2.213 0.699
C 5.065 3.291 -0.039
C 3.717 3.347 -0.372
C 2.858 2.329 0.026
H 5.329 -3.802 4.495
H 5.262 -3.913 2.011
H 3.823 -2.376 0.748
H 2.552 -0.547 4.403
H 3.959 -2.115 5.672
H -0.544 -0.508 2.908
H -1.655 0.599 4.805
H -0.698 2.670 5.774
H 1.379 3.620 4.808
H 2.482 2.515 2.907
H 5.051 0.379 1.694
H 6.587 2.160 0.963
H 5.743 4.077 -0.354
H 3.331 4.183 -0.947
H 1.810 2.392 -0.259
F 2.728 -4.920 -0.124
C 2.737 -5.256 -1.416
F 2.131 -6.452 -1.526
F 4.018 -5.425 -1.785
S 1.920 -3.994 -2.463
O 1.938 -4.613 -3.771
O 2.767 -2.831 -2.301
O 0.598 -3.878 -1.855
```

Entry 7:
The following is a quantum chemistry calculation of an isolated ion of composition C6H13ClN3O2S and charge +1 at a distorted geometry, from OMol25.

Output
- strongest force on any atom (eV/Å) = 2.13
- 2S+1 = 1
- energy (eV) = -38345.8928
- charge = +1

```
26
C6H13ClN3O2S, DFT ωB97M-V with the def2-TZVPD basis set
C -0.495 0.320 0.988
C -1.482 -0.036 -0.058
C -1.496 1.019 -1.199
C 1.381 0.368 -0.484
C -0.018 0.726 3.362
C 1.075 -1.782 -2.454
N -0.498 0.806 -2.123
N 0.746 0.734 0.656
N -0.873 0.390 2.247
O 0.559 -2.005 0.170
O 2.905 -1.653 -0.493
S 1.513 -1.446 -0.752
Cl -3.076 0.717 -2.112
H -1.235 -1.003 -0.502
H -2.477 -0.103 0.379
H -1.606 2.033 -0.786
H 2.250 0.940 -0.769
H 0.289 1.774 3.325
H -0.568 0.570 4.286
H 0.869 0.089 3.376
H 0.711 -2.799 -2.521
H 0.302 -1.063 -2.715
H 1.962 -1.649 -3.060
H -0.165 1.653 -2.572
H 1.245 1.295 1.345
H -1.819 0.104 2.465
```

Entry 8:
The following is a quantum chemistry calculation of one molecule with the formula C20H22N4O5S at a distorted geometry, from OMol25.

Output
- SMILES string = CC(C)n1c(SCC(=O)c2ccc3c(c2)OCCO3)nc2c1c(=O)n(C)c(=O)n2C
- strongest force on any atom (eV/Å) = 1.35
- 2S+1 = 1
- energy (eV) = -48131.8447

```
52
C20H22N4O5S, DFT ωB97M-V with the def2-TZVPD basis set
C 3.077 -1.615 -2.050
H 2.325 -1.706 -2.829
H 3.730 -2.481 -2.095
H 3.672 -0.721 -2.227
C 2.401 -1.551 -0.683
N 1.649 -0.314 -0.572
C 1.938 0.704 0.267
N 1.200 1.784 0.069
C 0.376 1.448 -0.940
C 0.617 0.149 -1.372
C -0.203 -0.456 -2.376
O -0.135 -1.599 -2.801
N -1.183 0.422 -2.842
C -1.415 1.732 -2.452
O -2.301 2.391 -2.948
N -0.585 2.240 -1.476
C -0.749 3.602 -1.019
H -1.613 4.021 -1.531
H -0.901 3.610 0.059
H 0.144 4.180 -1.255
C -2.106 -0.077 -3.850
H -1.767 -1.065 -4.152
H -3.112 -0.131 -3.433
H -2.116 0.602 -4.700
S 3.118 0.598 1.541
C 2.238 1.585 2.811
C 1.268 0.622 3.473
O 1.520 0.093 4.526
C 0.075 0.291 2.651
C -0.191 -1.051 2.406
C -1.208 -1.422 1.540
C -1.980 -0.433 0.917
C -1.781 0.902 1.255
C -0.755 1.266 2.101
H -0.603 2.306 2.344
H -2.434 1.637 0.811
O -2.924 -0.733 -0.021
C -2.855 -2.065 -0.494
C -2.646 -3.027 0.673
H -3.472 -2.917 1.389
H -2.591 -4.060 0.330
O -1.419 -2.754 1.314
H -2.024 -2.171 -1.203
H -3.799 -2.259 -1.004
H 0.409 -1.817 2.871
H 2.996 1.922 3.515
H 1.762 2.411 2.289
C 1.514 -2.768 -0.447
H 0.768 -2.842 -1.234
H 2.126 -3.665 -0.466
H 1.017 -2.707 0.516
H 3.166 -1.496 0.102
```

Entry 9:
The following is a quantum chemistry calculation of one molecule with the formula C3H5O3P at a distorted geometry, from OMol25.

Output
- SMILES string = O=C1[C@@H](P)C1(O)O
- strongest force on any atom (eV/Å) = 5.49
- 2S+1 = 1
- energy (eV) = -18619.5055

```
12
C3H5O3P, DFT ωB97M-V with the def2-TZVPD basis set
C -0.013 -1.534 0.386
C -0.298 -0.424 -0.687
C 0.981 -0.504 0.244
O -0.695 -2.344 0.904
O 2.168 -0.752 -0.395
O 1.093 0.444 1.294
P -1.569 0.901 -0.413
H -0.518 -0.859 -1.569
H 2.610 0.139 -0.503
H 1.570 -0.032 2.045
H -0.963 1.917 -1.333
H -0.848 1.472 0.683
```

Entry 10:
The following is a quantum chemistry calculation of H8LiO4 as an isolated structure at a distorted geometry, from OMol25.

Output
- strongest force on any atom (eV/Å) = 10.37
- 2S+1 = 1
- energy (eV) = -8516.0826
- charge = +1

```
13
H8LiO4, DFT ωB97M-V with the def2-TZVPD basis set
Li 0.093 0.029 -0.018
O -0.692 -0.552 -1.032
H -1.541 -0.846 -0.702
H -0.812 -0.490 -1.980
O 1.142 0.438 -0.828
H 1.137 1.203 -1.404
H 1.785 -0.153 -1.220
O -0.259 1.113 0.973
H -0.070 1.929 0.511
H -0.753 1.384 1.747
O 0.018 -0.992 1.167
H 0.397 -1.316 1.984
H -0.445 -1.746 0.802
```

Entry 11:
The following is a quantum chemistry calculation of C12H21FInN2O2S2 as an isolated structure at a distorted geometry, from OMol25.

Output
- strongest force on any atom (eV/Å) = 5.88
- 2S+1 = 1
- energy (eV) = -49415.9407
- charge = -1

```
41
C12H21FInN2O2S2, DFT ωB97M-V with the def2-TZVPD basis set
C 5.532 1.294 -0.439
C 4.662 1.020 0.884
O 4.668 2.292 1.638
C 3.120 0.678 0.609
O 2.894 -0.328 -0.405
In 0.823 -0.772 -0.232
C -0.284 -0.520 -2.229
C -0.886 0.977 -2.258
C -2.510 1.038 -2.377
S -3.039 2.498 -1.287
C -4.353 1.796 -0.194
S -5.958 2.143 -0.611
N -4.147 0.945 0.983
C -4.882 0.850 2.239
C -4.239 -0.261 3.097
N -3.091 -0.789 2.361
C -3.087 -0.041 1.118
C 0.406 -2.762 0.748
C 0.634 -4.048 -0.190
F -1.007 -2.764 1.132
H 5.078 2.107 -1.125
H 5.760 0.336 -1.045
H 6.572 1.709 -0.135
H 5.138 0.203 1.548
H 4.165 2.895 1.032
H 2.479 1.595 0.332
H 2.674 0.264 1.600
H 0.107 0.510 0.849
H -1.180 -1.243 -2.269
H 0.420 -0.676 -3.132
H -0.361 1.640 -3.028
H -0.649 1.446 -1.225
H -2.865 1.314 -3.439
H -3.027 0.064 -2.081
H -5.776 1.493 2.523
H -4.586 -0.617 4.121
H -2.276 -0.242 0.329
H 1.036 -2.894 1.710
H 0.256 -3.891 -1.268
H 1.744 -4.322 -0.129
H 0.035 -4.938 0.243
```

Entry 12:
The following is a quantum chemistry calculation of an isolated ion of composition C5H12NO and charge -1 at a distorted geometry, from OMol25.

Output
- SMILES string = CCC[C@H](N)C[O-]
- strongest force on any atom (eV/Å) = 3.26
- 2S+1 = 1
- energy (eV) = -8915.7350
- charge = -1

```
19
C5H12NO, DFT ωB97M-V with the def2-TZVPD basis set
C 0.887 2.218 -0.238
O 2.010 2.771 0.435
C 0.518 0.772 0.077
C -0.649 0.207 -0.747
C -1.180 -1.236 -0.245
C -0.227 -2.410 -0.243
N 0.177 0.826 1.573
H -0.129 2.708 -0.415
H 1.141 2.094 -1.321
H 1.447 0.055 -0.063
H -1.478 0.901 -0.483
H -0.318 0.088 -1.828
H -1.608 -0.963 0.758
H -2.053 -1.516 -0.772
H 0.881 -2.150 -0.067
H -0.407 -2.989 0.637
H -0.387 -2.971 -1.107
H 0.818 1.592 1.962
H 0.556 0.005 2.091
```

Entry 13:
The following is a quantum chemistry calculation of C2H2ClNO as an isolated structure at a distorted geometry, from OMol25.

Output
- strongest force on any atom (eV/Å) = 3.02
- 2S+1 = 1
- energy (eV) = -18163.5795

```
7
C2H2ClNO, DFT ωB97M-V with the def2-TZVPD basis set
C -2.576 0.255 0.022
C -0.314 -0.565 -0.891
N -3.571 -0.310 -0.083
O -1.396 0.679 0.035
Cl -0.618 -1.859 0.134
H -0.630 -0.711 -1.945
H 0.507 0.094 -0.599
```